1.
Density functional theory data (wB97M-V/def2-TZVPD) for C49H60AuGe2O2SbSi as an isolated structure.

Structure (XYZ):
```
116
C49H60AuGe2O2SbSi (wB97M-V/def2-TZVPD)
Au 0.352 0.037 -0.907
C 2.831 -3.426 -2.489
Ge 0.988 -3.251 -3.137
C 0.914 -1.929 -4.583
C 0.189 -4.957 -3.688
Ge -0.504 -2.279 -1.340
C -0.762 -3.679 0.016
C 0.170 -4.691 0.241
C -0.059 -5.664 1.206
C -1.212 -5.618 1.980
C -2.140 -4.599 1.786
C -1.916 -3.640 0.808
C -2.291 -2.199 -2.162
C -3.019 -3.371 -2.395
C -4.295 -3.321 -2.937
C -4.871 -2.094 -3.250
C -4.158 -0.922 -3.037
C -2.877 -0.977 -2.502
H 3.497 -3.502 -3.352
H 2.969 -4.310 -1.864
H 3.098 -2.535 -1.916
H 1.314 -2.363 -5.503
H 1.515 -1.059 -4.313
H -0.115 -1.609 -4.763
H 0.910 -5.465 -4.332
H -0.727 -4.776 -4.250
H -0.035 -5.596 -2.834
H 1.083 -4.725 -0.347
H 0.663 -6.458 1.358
H -1.393 -6.380 2.729
H -3.040 -4.562 2.389
H -2.655 -2.865 0.634
H -2.583 -4.336 -2.145
H -4.846 -4.238 -3.110
H -5.873 -2.055 -3.662
H -4.596 0.037 -3.291
H -2.325 -0.058 -2.346
C -2.113 1.785 -5.664
C -2.903 2.311 -4.649
C -2.384 2.463 -3.369
C -1.057 2.110 -3.096
C -0.271 1.593 -4.133
C -0.794 1.429 -5.406
Si -0.355 2.295 -1.370
C -1.781 2.659 -0.200
C -2.665 1.660 0.226
C -3.835 1.987 0.901
C -4.128 3.316 1.181
C -3.246 4.317 0.792
C -2.082 3.990 0.106
C 0.934 3.634 -1.330
C 1.844 3.750 -0.271
C 2.777 4.777 -0.255
C 2.812 5.697 -1.295
C 1.914 5.592 -2.351
C 0.986 4.560 -2.376
H -2.525 1.654 -6.657
H -3.926 2.605 -4.854
H -3.013 2.863 -2.580
H 0.763 1.318 -3.938
H -0.175 1.025 -6.198
H -2.466 0.622 -0.026
H -4.530 1.207 1.191
H -5.045 3.573 1.699
H -3.473 5.355 1.005
H -1.406 4.780 -0.213
H 1.821 3.031 0.543
H 3.477 4.858 0.568
H 3.541 6.498 -1.284
H 1.940 6.311 -3.160
H 0.293 4.479 -3.208
O 2.772 -0.139 -0.695
C 2.904 0.545 0.347
O 1.888 1.057 0.941
C 4.287 0.755 0.891
C 4.501 1.477 2.062
C 5.785 1.658 2.553
C 6.867 1.118 1.868
C 6.660 0.407 0.693
C 5.375 0.222 0.206
H 3.650 1.895 2.577
H 5.944 2.224 3.464
H 7.872 1.257 2.247
H 7.508 -0.004 0.158
H 5.199 -0.329 -0.709
C 0.914 3.126 3.179
C -0.021 2.063 3.740
C -1.456 2.569 3.808
Sb 0.021 0.217 2.534
C -1.502 -1.076 3.524
C -1.456 -0.836 5.032
C -2.893 -0.890 2.934
C 1.778 -1.002 3.008
C 1.843 -1.409 4.477
C 1.776 -2.202 2.066
H 0.830 4.034 3.784
H 0.649 3.380 2.150
H 1.954 2.811 3.195
H 0.318 1.717 4.721
H -1.772 2.961 2.841
H -1.515 3.385 4.534
H -2.168 1.803 4.119
H -1.122 -2.071 3.280
H -2.028 0.050 5.315
H -0.444 -0.727 5.426
H -1.909 -1.695 5.539
H -3.240 0.138 3.044
H -3.605 -1.537 3.459
H -2.923 -1.152 1.874
H 2.611 -0.347 2.766
H 1.057 -2.121 4.737
H 1.789 -0.553 5.154
H 2.804 -1.904 4.655
H 0.941 -2.881 2.267
H 2.704 -2.769 2.197
H 1.724 -1.896 1.017
```

Calculated values
strongest force on any atom = 1.76 eV/A
lowest unoccupied orbital energy (spin up / spin down) = -5.0 / -4.8 eV
relative energy (zero: lowest compared OMol25 entry of this formula, charge and spin) = 8.7 kcal per mole
<S²> = 0.938
DFT total energy = -6872.6703 hartree
molar mass = 1173.05 g mol⁻¹
2S+1 = 2
gap between HOMO and LUMO (spin up / spin down) = 5.120 / 5.421 eV
total charge = +1


2.
Density functional theory data (wB97M-V/def2-TZVPD) for a 7-piece molecular cluster, C49H60BF18NO21 overall.

Structure (XYZ):
```
150
C49H60BF18NO21 (wB97M-V/def2-TZVPD)
C -2.200 7.042 -1.023
O -1.953 5.707 -1.502
C -2.041 4.814 -0.389
C -1.722 3.317 -0.805
C -1.919 2.453 0.495
C -1.463 0.967 0.368
C -0.029 0.709 0.646
C 0.429 -0.658 0.591
C -0.470 -1.789 0.264
C -1.868 -1.564 -0.044
C -2.807 -2.762 -0.393
N -3.665 -3.110 0.773
C -2.341 -0.154 0.017
B -3.886 0.182 -0.283
O -4.652 0.708 0.783
O -4.441 -0.040 -1.552
C -3.840 0.760 -2.584
C 0.218 -3.196 0.314
O 0.062 -4.058 -0.513
C 1.185 -3.358 1.537
C 1.221 -4.537 2.379
C 2.127 -4.595 3.540
C 2.037 -5.903 4.404
C 3.023 -3.469 3.864
C 3.925 -3.616 5.134
O 4.031 -2.423 5.923
O 2.764 -1.908 6.165
C 3.000 -2.258 3.008
C 3.898 -1.024 3.299
C 5.388 -1.426 2.911
O 5.516 -1.569 1.470
C 6.360 -0.555 0.985
O 7.528 -0.567 1.234
C 2.081 -2.228 1.871
C 1.927 -0.983 0.930
O 2.848 -0.353 0.474
H -2.572 7.093 0.031
H -1.257 7.639 -1.099
H -2.977 7.496 -1.697
H -1.310 5.060 0.462
H -3.075 4.916 0.052
H -0.696 3.284 -1.244
H -2.519 3.007 -1.537
H -2.969 2.551 0.873
H -1.265 2.906 1.297
H 0.705 1.495 0.922
H -3.407 -2.492 -1.306
H -2.250 -3.695 -0.665
H -4.439 -2.456 0.889
H -3.029 -3.084 1.575
H -4.294 0.254 1.571
H -2.773 1.040 -2.398
H -3.905 0.208 -3.557
H -4.419 1.715 -2.711
H 0.529 -5.368 2.118
H 2.957 -6.509 4.230
H 1.093 -6.437 4.167
H 1.933 -5.563 5.475
H 4.972 -3.922 4.868
H 3.509 -4.406 5.822
H 2.927 -0.966 6.367
H 3.829 -0.665 4.360
H 3.648 -0.131 2.667
H 6.076 -0.629 3.308
H 5.602 -2.430 3.348
H 5.869 0.267 0.388
C -2.981 -6.936 0.007
C -4.168 -6.267 -0.655
O -4.831 -7.174 -1.555
C -5.680 -8.040 -0.993
O -5.913 -8.108 0.179
C -6.341 -8.903 -2.070
F -5.455 -9.361 -2.973
F -7.271 -8.210 -2.754
F -6.956 -9.975 -1.556
H -2.304 -7.347 -0.745
H -2.435 -6.225 0.628
H -3.301 -7.770 0.637
H -3.824 -5.425 -1.256
H -4.869 -5.871 0.081
C -4.169 13.035 -5.005
C -3.045 12.020 -5.027
O -2.522 11.800 -3.705
C -3.217 10.958 -2.933
O -4.220 10.395 -3.265
C -2.521 10.786 -1.582
F -2.122 11.958 -1.057
F -1.422 10.015 -1.687
F -3.312 10.209 -0.668
H -3.838 13.961 -4.528
H -4.509 13.256 -6.011
H -5.019 12.667 -4.427
H -2.219 12.400 -5.630
H -3.364 11.077 -5.478
C 4.838 -11.392 1.308
C 4.714 -10.078 0.566
O 3.370 -9.571 0.636
C 3.046 -8.925 1.759
O 3.785 -8.749 2.685
C 1.611 -8.405 1.672
F 0.757 -9.326 1.193
F 1.519 -7.338 0.859
F 1.135 -8.024 2.870
H 4.102 -12.110 0.938
H 5.831 -11.809 1.187
H 4.646 -11.260 2.375
H 4.934 -10.231 -0.491
H 5.425 -9.337 0.938
C 10.810 -15.167 2.981
C 10.644 -13.857 2.237
O 9.291 -13.381 2.331
C 8.973 -12.738 3.461
O 9.724 -12.544 4.371
C 7.524 -12.251 3.399
F 6.686 -13.198 2.939
F 7.397 -11.184 2.581
F 7.057 -11.879 4.595
H 10.085 -15.902 2.626
H 11.816 -15.564 2.843
H 10.634 -15.036 4.050
H 10.849 -14.008 1.177
H 11.345 -13.100 2.595
C -7.996 15.415 -11.064
C -6.874 14.397 -11.078
O -6.365 14.177 -9.751
C -7.070 13.335 -8.986
O -8.070 12.775 -9.328
C -6.388 13.163 -7.629
F -5.989 14.339 -7.096
F -5.282 12.385 -7.716
F -7.181 12.589 -6.720
H -7.668 16.340 -10.585
H -8.327 15.638 -12.078
H -8.853 15.048 -10.495
H -6.042 14.776 -11.671
H -7.191 13.456 -11.531
C 2.617 7.830 4.911
C 1.422 8.486 4.251
O 0.742 7.562 3.385
C -0.100 6.711 3.980
O -0.314 6.672 5.157
C -0.781 5.827 2.935
F 0.087 5.336 2.022
F -1.721 6.500 2.247
F -1.394 4.767 3.475
H 3.281 7.400 4.158
H 3.175 8.554 5.506
H 2.305 7.013 5.565
H 1.756 9.313 3.623
H 0.732 8.902 4.989
```

Calculated values
strongest force on any atom = 2.85 eV/A
lowest unoccupied orbital energy = -0.5 eV
SMILES string = COCCCc1cc2c(c(CN)c1B(O)OC)C(=O)c1cc(C)c(COO)c(CCOC=O)c1C2=O.CCOC(=O)C(F)(F)F.CCOC(=O)C(F)(F)F.CCOC(=O)C(F)(F)F.CCOC(=O)C(F)(F)F.CCOC(=O)C(F)(F)F.CCOC(=O)C(F)(F)F
DFT total energy = -5360.3315 hartree
molar mass = 1351.78 g mol⁻¹
gap between HOMO and LUMO = 8.451 eV


Number 2 is which compound?
C49H60BF18NO21


What is the molar mass in the first record?
1173.05 g mol⁻¹


Number 1 is which compound?
C49H60AuGe2O2SbSi


Number 1 is which compound?
C49H60AuGe2O2SbSi